(1)
Computed, not measured: a structure of composition C21H27AsBrIN2ReS3Sb, with wB97M-V/def2-TZVPD.

XYZ file:
```
58
Properties=species:S:1:pos:R:3:mulliken_charge:R:1
Re 1.351 1.143 -0.359 0.477
S 4.374 1.488 2.056 -0.361
Sb 5.385 1.715 0.152 0.799
S 3.526 1.001 -1.489 -0.243
S 2.366 2.736 -1.616 -0.085
N 1.534 -0.434 1.181 -0.260
C 0.259 -1.110 1.425 -0.171
C 0.001 -1.940 2.466 -0.275
C -1.273 -2.554 2.566 -0.970
C -2.227 -2.338 1.613 -0.923
C -1.959 -1.476 0.517 0.685
C -2.870 -1.224 -0.538 -0.713
C -2.511 -0.407 -1.574 -1.063
C -1.256 0.208 -1.545 -0.595
N -0.401 0.030 -0.547 0.192
C -0.714 -0.853 0.459 0.828
H 1.968 -0.106 2.040 0.328
H 2.183 -1.116 0.781 0.284
H 0.762 -2.144 3.214 0.521
H -1.478 -3.212 3.401 0.491
H -3.192 -2.830 1.676 0.490
H -3.844 -1.703 -0.529 0.529
H -3.172 -0.218 -2.410 0.525
H -0.944 0.886 -2.327 0.709
Br -0.210 -4.263 -0.643 -0.093
C 0.739 -4.816 -2.183 0.607
C 0.405 -6.050 -2.719 -0.522
C 1.078 -6.521 -3.837 -0.553
C 2.085 -5.766 -4.419 -0.642
C 2.424 -4.530 -3.886 -0.581
C 1.746 -4.054 -2.767 0.086
I 2.337 -2.178 -2.063 0.262
H -0.374 -6.639 -2.256 0.403
H 0.814 -7.488 -4.249 0.385
H 2.616 -6.134 -5.289 0.386
H 3.212 -3.938 -4.334 0.378
C -1.319 3.844 -1.653 -1.112
C -0.607 4.322 -0.386 -0.853
As -0.021 2.885 0.779 0.467
C -1.657 2.302 1.626 -0.657
C -1.441 1.600 2.965 -1.176
C 0.970 3.792 2.165 -0.567
C 0.220 4.961 2.795 -1.241
H -1.661 4.697 -2.240 0.442
H -2.201 3.241 -1.426 0.283
H -0.662 3.257 -2.299 0.174
H -1.266 4.946 0.211 0.585
H 0.276 4.916 -0.622 0.512
H -2.174 1.661 0.913 0.397
H -2.254 3.202 1.742 0.705
H -0.743 0.763 2.897 0.130
H -2.384 1.198 3.339 0.397
H -1.059 2.285 3.723 0.339
H 1.896 4.118 1.691 0.414
H 1.239 3.039 2.904 0.425
H 0.039 5.762 2.081 0.328
H 0.809 5.380 3.611 0.392
H -0.743 4.663 3.214 0.302
```

HOMO energy (spin up / spin down): -13.5781 / -13.5780 eV
spin multiplicity: 1
gap between HOMO and LUMO (spin up / spin down): 5.89 / 5.88 eV
calculated total energy: -7545.99903 Eh
relative energy (zero: lowest compared OMol25 entry of this formula, charge and spin): 10.1 kcal per mole
E_LUMO (spin up / spin down): -7.7 / -7.7 eV
charge: +2

=====

(2)
Computed, not measured: a structure of composition C3H13BeFeN6O4, with wB97M-V/def2-TZVPD.

XYZ file:
```
28
Properties=species:S:1:pos:R:3:mulliken_spin:R:1
Be 1.686 1.993 -3.136 0.033
Fe -1.011 -0.986 -1.742 3.802
O 0.498 0.277 -1.983 0.024
H 0.952 0.656 -1.218 -0.002
C -0.004 3.630 -0.657 0.001
O 0.864 3.168 -1.433 0.003
N 0.199 3.706 0.684 0.000
N -1.192 4.150 -1.053 0.000
H 1.098 3.403 1.023 0.000
H -0.605 3.694 1.286 0.000
H -1.688 4.575 -0.289 0.000
H -1.281 4.397 -2.025 0.000
C 1.145 -3.098 -0.582 0.002
O 0.026 -2.604 -0.914 0.051
N 2.299 -2.614 -1.060 0.002
N 1.215 -4.215 0.142 0.006
H 3.166 -3.126 -1.043 0.001
H 2.304 -1.737 -1.547 -0.001
H 0.407 -4.606 0.597 0.000
H 2.062 -4.749 0.260 0.000
C -1.419 -0.619 1.393 0.008
O -1.304 -0.405 0.137 0.065
N -1.014 -1.803 1.857 0.001
N -1.999 0.242 2.210 0.004
H -0.721 -2.492 1.189 0.000
H -1.171 -2.012 2.830 0.001
H -2.185 0.037 3.180 -0.001
H -2.326 1.138 1.894 0.000
```

HOMO energy (spin up / spin down): -19.4675 / -19.4582 eV
spin multiplicity: 5
⟨S²⟩: 6.01
gap between HOMO and LUMO (spin up / spin down): 4.90 / 4.80 eV
calculated total energy: -2029.05199 Eh
E_LUMO (spin up / spin down): -14.6 / -14.7 eV
charge: +3

=====

The maximum force results, record by record, are as follows: 0.030; 0.093 hartree/bohr.